# 1
160
Properties=species:S:1:pos:R:3 method="wB97M-V/def2-TZVPD" homo_lumo_gap_ev=10.78 smiles="CCOC(=O)C(F)(F)F.CCOC(=O)C(F)(F)F.CCOC(=O)C(F)(F)F.CCOC(=O)C(F)(F)F.CCOC(=O)C(F)(F)F.CCOC(=O)C(F)(F)F.CCOC(=O)C(F)(F)F.CCOC(=O)C(F)(F)F.COP(=O)(OC)OC.COP(=O)(OC)OC.C[N+](=O)[O-].C[N+](=O)[O-]" homo_energy_ev=-10.8673 e_above_lowest_kcal_mol=12.71 charge=0 lumo_energy_ev=-0.0915 spin_multiplicity=1
C -5.93388 -3.92939 -6.45599
C -4.77845 -4.15643 -5.46992
O -4.02127 -2.95792 -5.33119
C -4.47392 -2.10045 -4.42053
O -5.30259 -2.32724 -3.59502
C -3.79961 -0.72579 -4.51417
F -3.28332 -0.40098 -3.33219
F -2.80142 -0.70861 -5.40251
F -4.72442 0.15227 -4.92447
H -6.57575 -4.80385 -6.53137
H -5.44203 -3.78727 -7.42149
H -6.49137 -3.02799 -6.21159
H -4.16668 -4.99578 -5.78861
H -5.22921 -4.45505 -4.52079
C 0.63082 -0.37008 -2.95017
C -0.35198 -0.53959 -1.80664
O 0.00311 0.36962 -0.76811
C 0.73848 -0.04991 0.23185
O 1.24650 -1.13121 0.32122
C 0.98054 1.05031 1.28764
F 0.51141 2.27026 1.00349
F 0.38350 0.65234 2.42776
F 2.29511 1.13461 1.52354
H 1.64965 -0.62924 -2.66893
H 0.56362 0.62934 -3.38417
H 0.36228 -1.04008 -3.77031
H -0.45921 -1.58307 -1.51411
H -1.36092 -0.31779 -2.14915
C 3.88262 2.87906 4.33262
C 3.57593 4.28778 4.77403
O 4.32773 5.16120 3.93742
C 4.20441 6.46178 4.25171
O 3.47826 6.84108 5.11932
C 4.98068 7.46166 3.39555
F 5.46801 6.88488 2.27599
F 4.18126 8.45152 3.01458
F 6.02794 7.90237 4.10188
H 3.32305 2.19347 4.97186
H 4.94681 2.63865 4.33220
H 3.59999 2.68615 3.29784
H 3.75629 4.46844 5.83742
H 2.50097 4.48318 4.68918
C 0.85057 -4.11306 0.87823
C -0.65626 -4.35479 1.08836
O -0.90057 -5.14518 2.24385
C -2.12035 -5.37433 2.67777
O -3.10346 -5.02641 2.08152
C -2.21672 -6.08079 4.04922
F -1.01426 -6.22170 4.59728
F -3.01131 -5.40398 4.84829
F -2.68317 -7.31445 3.81727
H 1.50117 -4.96353 1.07183
H 1.23691 -3.33121 1.52916
H 0.91083 -3.77497 -0.15493
H -0.95004 -4.97645 0.23751
H -1.23382 -3.43240 1.04913
C -4.28951 -6.60560 -0.75247
C -3.74973 -6.59159 -2.17386
O -2.80835 -5.50166 -2.21308
C -2.19699 -5.32540 -3.37818
O -2.34785 -6.03442 -4.32657
C -1.12033 -4.22916 -3.34211
F -0.64113 -4.06621 -2.11991
F -0.15442 -4.58264 -4.19202
F -1.58215 -3.06470 -3.84531
H -4.73183 -7.57617 -0.51858
H -5.06406 -5.84878 -0.65613
H -3.48421 -6.49931 -0.02695
H -4.59630 -6.37409 -2.82868
H -3.33445 -7.53803 -2.51251
C -1.63035 -1.71216 3.67379
C -0.68530 -2.30542 4.70423
O 0.65168 -1.91020 4.42529
C 1.52100 -2.87936 4.12583
O 1.25969 -4.03627 4.12241
C 2.93727 -2.38460 3.74294
F 2.91021 -1.32029 2.96680
F 3.65023 -2.19713 4.85094
F 3.55064 -3.35297 3.06807
H -1.66925 -0.62479 3.70714
H -2.65119 -2.09238 3.73523
H -1.29924 -2.03258 2.68358
H -0.79456 -3.39022 4.73717
H -0.90575 -1.97076 5.71951
C 3.83085 2.10407 8.53319
C 2.42716 2.64354 8.29355
O 1.69399 1.86708 7.33436
C 0.44432 2.23891 7.12474
O -0.09327 3.14352 7.68821
C -0.26505 1.39100 6.04038
F 0.59507 0.78640 5.24161
F -0.97551 0.48120 6.74234
F -1.09071 2.13749 5.33400
H 4.25592 2.66074 9.36194
H 4.34588 2.20630 7.57514
H 3.86909 1.03075 8.72046
H 2.49863 3.67369 7.94052
H 1.85314 2.69945 9.21907
C 0.31255 5.79172 1.14272
C 0.06725 6.84253 2.19682
O -0.06410 6.13925 3.45545
C 0.04917 6.85630 4.55067
O 0.14994 8.04234 4.62802
C 0.00651 6.00315 5.83304
F -0.13558 4.70811 5.57929
F 1.14418 6.19048 6.50232
F -0.98287 6.39196 6.64080
H 1.32464 5.39711 1.26821
H 0.21867 6.16801 0.12501
H -0.28906 4.88243 1.18908
H -0.81604 7.45989 2.04104
H 0.91797 7.52057 2.26073
C -1.37636 2.32274 -6.02977
O -1.81530 2.42856 -4.69588
P -1.92260 3.90722 -4.04588
O -1.00745 4.87226 -4.65243
O -3.47215 4.19199 -4.22518
C -4.47069 3.40330 -3.60009
O -1.78510 3.62886 -2.49714
C -0.48761 3.67751 -1.88494
H -1.49339 3.23773 -6.61084
H -1.87363 1.50710 -6.56090
H -0.32358 2.03291 -6.12960
H -5.33951 3.28749 -4.24766
H -4.81028 3.86658 -2.67408
H -4.09366 2.39587 -3.41459
H -0.37011 4.56621 -1.26994
H 0.35416 3.56355 -2.56602
H -0.47883 2.81469 -1.22011
C 4.08939 1.19431 -4.27680
O 4.43822 0.36232 -5.39522
P 3.41460 -0.84314 -5.66178
O 3.16285 -1.74629 -4.52623
O 2.09865 -0.10858 -6.22512
C 0.99980 -0.85144 -6.67799
O 3.96844 -1.54966 -6.98377
C 4.37418 -0.77804 -8.12529
H 3.65824 2.10362 -4.70211
H 4.96181 1.42024 -3.66987
H 3.33171 0.73901 -3.63606
H 0.80200 -1.78190 -6.13254
H 1.05151 -1.14293 -7.72889
H 0.06750 -0.30568 -6.51710
H 5.40195 -1.02632 -8.38108
H 4.38848 0.28651 -7.89036
H 3.68372 -0.99211 -8.93574
C -4.97268 -2.48491 -0.38792
N -3.53307 -2.08660 -0.41045
O -3.03395 -1.54365 0.54939
O -2.87872 -2.46164 -1.36189
H -5.52418 -1.67698 -0.86211
H -5.26778 -2.56365 0.65308
H -5.00395 -3.40792 -0.95266
C 4.45135 -1.27643 -0.58406
N 5.35830 -0.11256 -0.40135
O 5.09184 0.90609 -1.02010
O 6.36371 -0.22549 0.27661
H 4.51344 -1.57926 -1.62622
H 3.43435 -1.02065 -0.29757
H 4.80536 -2.07092 0.06669

=====

# 2
65
Properties=species:S:1:pos:R:3 method="wB97M-V/def2-TZVPD" homo_lumo_gap_ev=7.88 homo_energy_ev=-7.7765 e_above_lowest_kcal_mol=4.72 charge=0 lumo_energy_ev=0.1000 spin_multiplicity=1
Pd 1.53807 0.68503 -1.14126
F 6.24798 2.60998 -2.72978
C 5.53392 1.56686 -2.26751
C 4.18117 1.73359 -2.03696
C 3.44848 0.65658 -1.56170
C 4.08454 -0.57815 -1.32157
C 5.44697 -0.67529 -1.56696
F 6.09696 -1.83679 -1.33716
C 6.19879 0.37857 -2.04227
C 3.20934 -1.64115 -0.82438
C 3.55290 -2.95631 -0.53855
C 2.57731 -3.83249 -0.08976
C 1.27627 -3.38983 0.06827
C 0.99583 -2.06956 -0.22848
N 1.93122 -1.22437 -0.65701
H 3.72569 2.69679 -2.22045
H 7.25782 0.27412 -2.22474
H 4.57054 -3.28409 -0.66818
H 2.84016 -4.85812 0.13450
H 0.48054 -4.03244 0.41704
H -0.00126 -1.67226 -0.11245
O 1.28970 2.68169 -1.82840
C 0.18404 3.43344 -1.30521
C -1.01434 3.20208 -2.19157
C -2.32212 3.32357 -1.74997
C -3.34013 3.05845 -2.64917
C -3.01620 2.67879 -3.94376
C -1.67948 2.58438 -4.28914
N -0.69720 2.85019 -3.43226
H 1.05543 2.58223 -2.78112
H 0.46660 4.48932 -1.31326
H -0.01139 3.11136 -0.28678
H -2.52983 3.58794 -0.72095
H -4.37487 3.12789 -2.33906
H -3.78233 2.44586 -4.66958
H -1.38061 2.27680 -5.28347
Cl -3.80713 1.41573 3.34170
C -2.33915 0.88648 4.09667
C -2.12083 1.20888 5.42556
C -0.95322 0.78911 6.04112
C -0.00980 0.06391 5.33296
C -0.24645 -0.24048 4.00244
Cl 0.95880 -1.11884 3.12185
C -1.41679 0.15038 3.34687
N -1.66560 -0.14399 1.99904
C -2.13443 -1.37051 1.55303
C -2.18356 -2.48567 2.39082
C -2.61543 -3.71158 1.90948
C -3.00198 -3.85157 0.58602
C -2.98654 -2.73463 -0.23898
C -2.58117 -1.48965 0.22078
C -2.65558 -0.28214 -0.68763
C -1.28577 0.04400 -1.27755
O -0.50050 0.70323 -0.48028
O -0.97722 -0.34274 -2.39616
H -2.86362 1.77974 5.96422
H -0.77537 1.03272 7.07989
H 0.90998 -0.26273 5.79690
H -1.27085 0.47160 1.29300
H -1.86873 -2.39432 3.42276
H -2.64092 -4.56283 2.57840
H -3.33213 -4.80849 0.20474
H -3.31506 -2.81900 -1.26839
H -3.02370 0.57375 -0.11565
H -3.33775 -0.48502 -1.51058

=====

# 3
124
Properties=species:S:1:pos:R:3 method="wB97M-V/def2-TZVPD" homo_lumo_gap_ev=5.54 homo_energy_ev=-3.7583 e_above_lowest_kcal_mol=49.20 charge=-1 lumo_energy_ev=1.7830 spin_multiplicity=1
In 1.18755 -0.84357 -0.57620
C -3.21751 2.81629 2.18052
Se -1.42565 2.53521 1.48923
C -0.65255 2.07774 3.21918
C 0.82837 2.36329 3.29057
Se 1.99056 1.17718 2.24535
C 2.65754 0.21894 3.80419
H -3.60826 1.87465 2.56443
H -3.84193 3.15477 1.35570
H -3.20050 3.57532 2.95990
H -0.85334 1.02604 3.42426
H -1.19047 2.67827 3.95589
H 1.16754 2.24638 4.31973
H 1.04301 3.38679 2.98184
H 2.98038 0.95910 4.53348
H 3.50368 -0.38489 3.50146
H 1.88750 -0.42671 4.22076
F 6.06752 -4.24731 1.35502
C 4.78009 -3.88834 1.34028
F 4.26854 -4.17117 0.15405
F 4.13479 -4.60095 2.27147
S 4.60977 -2.09738 1.74682
O 3.19296 -1.83665 1.63153
O 5.22675 -1.98497 3.03537
N 5.46054 -1.34321 0.66059
S 4.73828 -0.83723 -0.65476
O 3.80895 0.25404 -0.42009
O 4.30717 -1.85854 -1.55708
C 6.24575 -0.14435 -1.46429
F 6.70297 0.93660 -0.83342
F 5.94119 0.19172 -2.72009
F 7.21254 -1.05557 -1.50477
C 1.21791 5.96157 -4.16139
C -0.07058 5.96196 -3.38817
C -0.96723 7.01677 -3.48087
C -2.16140 7.02222 -2.77391
C -2.45526 5.95588 -1.94015
C -1.56905 4.89665 -1.81613
C -0.38266 4.88367 -2.54526
N 0.56198 3.84250 -2.47365
C 0.40661 2.55075 -1.94626
N -0.81979 2.03690 -2.22282
C -1.35260 0.73737 -2.11813
C -0.81089 -0.27969 -1.34145
C -1.50520 -1.50187 -1.35006
C -2.63567 -1.72652 -2.11163
C -3.12211 -0.69951 -2.90663
C -2.51039 0.53877 -2.90602
C -3.07789 1.64605 -3.75807
N 1.37398 1.91419 -1.37800
C 2.60581 2.62908 -1.38298
C 2.91755 3.49979 -0.34312
C 4.10809 4.20591 -0.34171
C 4.99271 4.06065 -1.40067
C 4.66310 3.22329 -2.45516
C 3.47306 2.50074 -2.47356
C 3.14190 1.60859 -3.64090
H 1.25800 6.80956 -4.84351
H 1.32802 5.04199 -4.74049
H 2.08887 6.02823 -3.50142
H -0.72349 7.84836 -4.13246
H -2.84801 7.85320 -2.86908
H -3.37353 5.94712 -1.36603
H -1.78744 4.08640 -1.14033
H 1.52571 4.13706 -2.49428
H -1.35387 2.64272 -2.81906
H -1.11714 -2.34043 -0.77933
H -3.10685 -2.70220 -2.11588
H -3.99358 -0.85434 -3.53378
H -3.97336 1.29860 -4.27106
H -2.37193 1.98081 -4.52500
H -3.36497 2.52278 -3.16694
H 2.19823 3.62292 0.45724
H 4.34141 4.86812 0.48268
H 5.93408 4.59532 -1.40613
H 5.34573 3.11833 -3.29084
H 3.67356 0.65713 -3.56974
H 3.43381 2.08485 -4.57854
H 2.08133 1.37026 -3.68862
Cl 0.88867 -3.67736 0.88275
C 1.19517 -4.46211 -0.64670
C 1.21681 -5.84274 -0.65539
C 1.44163 -6.53680 -1.83340
C 1.65200 -5.80121 -2.99778
C 1.65771 -4.42787 -2.97192
Cl 1.93270 -3.57645 -4.47043
C 1.43250 -3.63449 -1.79298
N 1.39350 -2.32448 -1.89519
H 1.04730 -6.37110 0.27466
H 1.44923 -7.61786 -1.84871
H 1.82869 -6.29971 -3.94265
C -6.27430 -2.26494 -0.15131
Si -5.08008 -1.32610 0.95017
C -5.88914 -1.01497 2.61703
C -4.67948 0.31575 0.15124
C -3.57561 -2.39494 1.30005
Te -1.99778 -1.24762 2.18899
C -2.17932 -2.17895 4.11749
Si -1.19131 -3.76558 4.30097
C -1.61409 -4.99992 2.95965
C -1.62988 -4.52923 5.96362
C 0.62272 -3.31310 4.30312
H -7.19084 -1.68972 -0.30738
H -6.55072 -3.23091 0.27708
H -5.82312 -2.44534 -1.13007
H -6.75516 -0.35559 2.52108
H -5.18092 -0.54029 3.30195
H -6.22551 -1.94896 3.07459
H -5.46793 1.03908 0.37906
H -4.60702 0.21521 -0.93203
H -3.72834 0.72186 0.50339
H -3.18106 -2.93690 0.44218
H -3.84598 -3.13075 2.06183
H -3.24808 -2.29079 4.31141
H -1.80504 -1.44212 4.83480
H -2.54494 -5.52625 3.18788
H -0.81707 -5.74234 2.87537
H -1.70947 -4.52661 1.98200
H -2.68584 -4.80878 5.99960
H -1.43749 -3.83339 6.78392
H -1.04028 -5.43110 6.14750
H 0.88405 -2.64838 3.47586
H 1.25282 -4.20008 4.20799
H 0.89009 -2.81008 5.23699